The following is a DFT calculation (wB97M-V/def2-TZVPD) of a structure of composition C11H44O11.

XYZ file:
```
66
Properties=species:S:1:pos:R:3:forces:R:3
C -1.39997 -4.01347 -0.64546 -0.7 0.6 -0.9
O -2.35825 -2.97989 -0.61893 -4.5 -5.7 5.2
H -1.63654 -4.81600 0.05317 0.1 0.3 0.2
H -1.43581 -4.43745 -1.64899 0.3 -0.5 -0.2
H -0.41177 -3.57958 -0.49278 0.2 -0.7 0.3
H -2.06185 -2.27031 -1.19360 -3.0 -4.5 1.1
C -0.17207 1.96688 -2.33437 0.4 0.3 -1.3
O -1.09578 2.90418 -2.81470 -1.1 0.8 0.5
H -0.57906 1.00950 -2.00894 0.3 0.9 -0.1
H 0.46930 1.70570 -3.17612 0.1 0.4 0.5
H 0.37709 2.43688 -1.51852 -0.1 -0.3 -0.3
H -1.72253 2.50944 -3.42541 0.1 -0.1 0.0
C -2.19878 -0.98995 1.66525 0.3 0.6 1.8
O -1.78102 -0.22112 2.80041 -3.8 -7.9 3.8
H -3.11286 -0.57487 1.24068 -0.3 -0.1 -0.1
H -1.41888 -1.05712 0.90673 -0.3 0.2 0.5
H -2.42775 -2.00774 1.98111 0.1 0.0 0.0
H -1.52472 0.68099 2.59523 0.1 -1.0 1.4
C 0.81925 -3.19174 2.09217 0.8 0.9 -1.6
O 1.56045 -2.34849 1.18079 6.2 -3.5 6.4
H 0.55160 -4.07747 1.51602 -0.3 -0.4 0.5
H 1.41947 -3.44023 2.96743 0.2 -0.1 -0.2
H -0.06389 -2.68734 2.48428 -0.3 0.0 -0.2
H 1.12206 -2.10449 0.36233 0.8 -2.2 0.4
C 1.06457 -0.10460 2.79325 -1.4 0.0 1.2
O 0.83442 -0.67822 4.10915 1.4 0.3 -0.6
H 2.11036 0.05716 2.53199 0.0 -0.8 0.9
H 0.57003 -0.72550 2.04625 0.4 0.4 0.4
H 0.60154 0.88192 2.77169 0.4 -0.2 0.4
H -0.08418 -0.95233 4.16058 -0.4 0.2 -0.5
C 3.14150 2.58632 0.34522 1.9 -0.4 -0.4
O 2.67402 1.36236 1.01038 6.3 1.4 0.5
H 4.23042 2.60851 0.30221 0.0 -0.1 0.4
H 2.84112 2.62411 -0.70190 -0.5 -0.2 0.0
H 2.78386 3.48371 0.85005 0.2 -0.6 0.1
H 3.18627 0.58381 0.78000 0.4 0.0 -0.1
C -2.24770 -0.56281 -1.47951 -1.6 1.8 -0.2
O -1.35805 -1.64798 -1.62323 4.8 8.2 -8.7
H -1.73378 0.39584 -1.55002 -0.6 -0.6 0.4
H -2.96394 -0.65241 -2.29626 -0.3 0.2 0.1
H -2.72787 -0.69858 -0.51043 0.0 0.2 -0.5
H -1.05559 -1.56870 -2.53088 0.8 -0.4 -0.4
C -2.26814 1.76457 1.21948 0.4 1.5 -0.1
O -1.06732 1.30905 1.79955 -2.7 5.9 -2.9
H -2.13457 2.82943 1.02887 -0.6 0.2 -0.1
H -2.46391 1.31895 0.24419 -0.3 -0.2 0.2
H -3.05812 1.66490 1.96387 -0.2 -0.3 -0.4
H -0.32774 1.56643 1.24424 0.7 -0.4 0.3
C 1.95092 -0.13494 -4.26905 0.8 0.5 -0.5
O 1.39768 -0.00483 -2.97960 0.8 -1.1 -0.7
H 2.76317 -0.86182 -4.27045 -0.3 -0.5 -0.3
H 1.17395 -0.32685 -5.00906 0.1 -0.3 0.2
H 2.43649 0.80138 -4.54405 -0.1 0.3 -0.3
H 2.09251 0.42231 -2.47327 -0.1 -0.1 0.3
C 0.46072 3.23489 0.80602 0.5 0.2 -0.1
O 0.66074 1.81449 0.69194 -2.0 7.5 -2.7
H -0.57345 3.46020 1.06650 0.4 0.0 -0.1
H 1.11955 3.63194 1.57829 -0.3 0.2 0.1
H 0.70044 3.68949 -0.15522 -0.1 0.4 0.1
H 1.59662 1.60533 0.73662 -0.2 -1.2 0.3
C 0.67015 -0.25965 -0.22907 -0.7 -0.8 -0.1
O 0.21213 -1.61179 -0.04525 -3.4 5.2 -3.7
H 0.80970 0.07421 -1.25726 -0.1 -0.9 0.5
H -0.00126 0.48944 0.19067 -0.2 -2.5 -0.7
H 1.61871 -0.16713 0.29987 -0.7 -0.7 -0.3
H -0.55369 -1.71892 -0.61415 0.8 -0.2 0.3
```
Positions in Å, forces in eV/Å.

The value obtained for the molecular weight is 352.46 g mol⁻¹. Its net charge is 0. For the HOMO energy, the calculation gives -7.8 eV. The value obtained for the maximum force is 12.879 eV Å⁻¹. As for the HOMO-LUMO gap: 7.426 eV. The value obtained for the calculated total energy is -34622.632 eV. For the relative energy (zero: lowest compared OMol25 entry of this formula, charge and spin), the calculation gives 17.769 eV.



The following is a DFT calculation (wB97M-V/def2-TZVPD) of a structure of composition C11H4I2N2O2S3W.

XYZ file:
```
25
Properties=species:S:1:pos:R:3:forces:R:3
W -0.33794 0.06717 0.70659 0.6 0.4 -1.0
S -0.10316 -0.17576 -1.60573 -0.2 -0.2 0.1
C 0.32210 1.49069 -1.72613 -0.1 -0.2 0.0
S 0.32040 2.18700 -0.14004 0.2 -0.2 0.3
C 0.63119 2.14589 -2.86784 0.2 0.3 -0.4
C 0.59941 1.46563 -4.12765 0.0 0.2 0.2
N 0.54918 0.87171 -5.10960 0.0 0.0 -0.1
C 0.99273 3.53028 -2.80752 -0.1 -0.2 -0.2
N 1.23874 4.65075 -2.74380 0.1 0.0 0.1
O -0.95628 0.44193 2.60654 -0.7 -0.3 0.6
C -2.04697 -0.10615 2.16202 0.3 0.4 0.1
O -2.32645 0.28382 0.95699 -0.1 -0.1 0.2
C -2.53065 -1.40643 2.62762 0.0 0.1 0.0
C -3.51619 -1.65531 3.55529 0.0 -0.1 0.0
C -3.86831 -2.98221 3.79183 0.0 0.0 0.0
C -3.24815 -4.02004 3.10782 0.0 0.0 0.0
C -2.25369 -3.76978 2.17256 -0.1 0.0 0.1
C -1.88053 -2.44879 1.92833 0.0 -0.2 -0.1
S -0.54340 -2.22374 0.77251 0.0 0.0 0.2
H -4.01316 -0.84502 4.07102 0.0 0.0 0.0
H -4.64363 -3.20215 4.51310 0.0 0.0 0.0
H -3.54280 -5.04212 3.30345 0.0 0.0 0.0
H -1.76996 -4.58507 1.65070 0.0 0.0 0.0
I 2.27813 -0.01248 1.68200 -0.1 0.2 0.1
I 2.09839 -1.51578 3.87484 0.0 0.0 -0.1
```
Positions in Å, forces in eV/Å.

The value obtained for the molecular weight is 730.01 g mol⁻¹. Its net charge is +2. For the HOMO energy (spin up / spin down), the calculation gives -16.1 / -16.3 eV. The value obtained for the maximum force is 1.211 eV Å⁻¹. As for the HOMO-LUMO gap (spin up / spin down): 5.812 / 6.532 eV. The value obtained for the calculated total energy is -69060.366 eV. For the relative energy (zero: lowest compared OMol25 entry of this formula, charge and spin), the calculation gives 0.207 eV.



The following is a DFT calculation (wB97M-V/def2-TZVPD) of a structure of composition C11H54CdF6N2O23S2.

XYZ file:
```
99
Properties=species:S:1:pos:R:3:forces:R:3
Cd -0.95804 0.20157 -2.06547 -1.8 -1.0 0.7
C 2.00795 -1.93729 -0.00805 -0.1 0.7 -0.6
F 3.21326 -2.42328 0.23462 0.1 0.0 0.1
F 1.35202 -2.77405 -0.81198 0.1 0.0 0.0
F 1.31691 -1.79035 1.09351 -0.1 -0.2 0.6
S 2.21979 -0.26539 -0.84619 -1.8 -2.1 -0.6
O 3.24792 0.40773 -0.13852 0.7 0.5 0.2
O 2.42361 -0.64110 -2.21405 -0.1 0.6 -0.1
N 0.67538 0.35940 -0.67231 3.3 0.5 1.4
S 0.67146 1.35224 0.61501 -0.1 0.4 0.2
O -0.66035 1.69425 0.97588 -0.6 0.5 -2.2
O 1.47934 0.93819 1.69797 1.0 -0.3 0.1
C 1.44207 2.94420 -0.03592 -0.2 -0.1 -0.4
F 2.03161 3.57960 0.95519 0.1 0.1 0.1
F 2.33973 2.72538 -1.01139 -0.1 0.0 0.2
F 0.49066 3.71662 -0.55973 0.0 0.1 0.1
C -4.74931 0.48317 -1.38368 0.3 -0.4 -1.0
C -4.46914 -0.23116 -0.06194 -0.6 1.5 0.8
C -5.78263 -0.85305 0.40879 -0.3 -0.6 0.2
C -5.56503 -1.82158 1.57084 -0.6 0.6 0.1
C -4.46623 -2.82388 1.28940 -0.6 -0.2 0.4
C -3.15279 -2.17295 0.87285 0.1 -0.8 0.1
N -3.43438 -1.21735 -0.18217 -1.2 -1.2 -1.1
O -2.28100 -0.70368 -0.68153 1.9 0.9 -0.1
C -2.30510 -3.29163 0.26306 0.4 -0.3 0.3
C -2.42006 -1.60711 2.10003 -0.5 0.9 -0.2
C -4.08830 0.91170 0.91855 0.3 0.4 -0.3
H -3.96509 1.19035 -1.65605 0.0 0.0 0.2
H -5.69787 1.02132 -1.34631 0.0 0.0 0.2
H -4.81953 -0.21455 -2.22906 0.0 -0.2 0.2
H -6.33196 -1.36910 -0.38816 0.4 0.0 -0.2
H -6.44509 -0.03978 0.72114 0.1 0.0 0.0
H -6.48868 -2.35682 1.81471 0.0 0.0 -0.2
H -5.38705 -1.19345 2.45189 0.4 -0.3 0.1
H -4.79813 -3.52976 0.52000 0.0 0.3 -0.2
H -4.38133 -3.45421 2.18131 0.5 0.1 0.0
H -2.76277 -3.74773 -0.61668 -0.1 0.3 -0.1
H -2.22064 -4.09082 1.00845 0.2 0.0 0.0
H -1.30154 -2.94003 0.00879 0.0 0.0 0.1
H -3.10022 -0.95899 2.65888 0.0 -0.2 0.1
H -1.64082 -0.90870 1.77233 0.0 -0.8 -0.2
H -2.04232 -2.35617 2.79335 0.1 -0.1 -0.2
H -4.14308 0.61562 1.96327 0.0 0.1 0.0
H -4.69053 1.81078 0.75120 -0.3 -0.2 0.2
H -3.07773 1.26004 0.68506 0.0 -0.4 0.2
O 2.72023 2.15881 -4.13135 0.2 -0.3 0.0
H 2.89594 2.95939 -4.64030 0.0 0.1 0.2
H 3.25566 2.27123 -3.33618 -0.1 0.2 0.0
O 3.49681 4.70535 -3.12830 0.0 0.1 0.0
H 4.07134 4.88006 -2.37695 0.0 0.0 -0.1
H 2.81940 5.40685 -3.08416 0.1 -0.2 0.0
O -0.91547 0.76425 3.18548 -0.4 0.1 0.3
H -0.68722 -0.14114 3.43037 -0.3 0.4 0.7
H -1.18612 0.70749 2.25581 -0.1 -0.1 0.8
O -2.40701 3.71968 0.27018 0.2 0.1 -0.3
H -2.34649 4.65573 0.05511 -0.1 0.0 0.1
H -1.83443 3.60305 1.06733 -0.6 0.2 -0.2
O -1.69376 2.21220 -1.82699 -0.3 1.0 -0.4
H -1.86842 2.75930 -2.59915 0.0 0.0 0.1
H -1.97458 2.72771 -1.02510 -0.1 0.0 0.3
O 5.80703 -0.93248 -1.64924 -0.1 -0.1 0.0
H 5.63140 -0.01053 -1.86070 0.0 0.0 0.0
H 5.37390 -1.42935 -2.35283 0.0 0.0 0.0
O 4.28261 -0.39747 2.53793 0.1 0.0 -0.1
H 3.92271 -0.17563 1.66717 0.0 0.0 0.2
H 5.23370 -0.26217 2.46211 0.0 0.0 0.0
O -1.22924 3.58597 2.66488 0.4 -0.3 0.3
H -1.31862 3.74975 3.60859 -0.2 0.1 -0.1
H -1.00620 2.63470 2.61282 0.0 0.4 0.4
O 4.08060 -4.88610 1.42587 0.1 -0.1 0.0
H 4.05140 -4.47711 2.30042 0.0 0.0 -0.1
H 4.33631 -4.17037 0.83614 0.0 0.0 0.1
O 5.41522 2.57508 0.93788 0.0 -0.1 -0.1
H 4.87717 1.78887 0.79065 -0.1 0.1 0.0
H 5.14876 3.18253 0.24186 0.0 0.0 0.0
O 0.27435 -1.56518 4.26355 -0.2 0.1 0.2
H 0.93867 -0.90492 4.55851 -0.1 -0.2 -0.3
H 0.16378 -1.37416 3.32779 0.6 -0.6 -0.1
O 2.95206 -5.36860 -1.84697 0.0 0.1 0.1
H 2.02721 -5.40267 -1.58402 0.0 0.0 0.0
H 3.43886 -5.56831 -1.03780 -0.1 -0.1 0.0
O 1.38810 -4.94526 2.66889 0.0 -0.1 -0.1
H 0.77837 -4.53724 2.04620 0.0 0.0 0.1
H 2.08168 -5.33634 2.12164 -0.1 0.1 -0.1
O 3.10774 -0.54592 -4.98169 -0.1 -0.1 0.0
H 2.87982 -0.99132 -4.15450 0.1 0.2 -0.2
H 3.11890 0.39569 -4.75611 0.1 -0.1 0.0
O 0.25407 0.98972 -3.74535 0.3 0.1 -0.8
H 1.23066 1.09690 -3.79111 -0.3 0.2 0.1
H -0.04505 1.06846 -4.65835 0.1 0.0 0.0
O -0.51580 -1.89015 -2.68381 0.3 -0.8 -1.0
H -0.43173 -2.09409 -3.62379 0.1 0.0 0.1
H -0.52544 -2.74124 -2.23055 -0.3 0.2 0.3
O 2.17356 0.35495 4.39011 0.6 0.1 0.3
H 3.04517 0.13180 4.01497 -0.3 0.0 -0.1
H 1.97113 1.23090 4.04890 -0.1 -0.1 -0.1
O 1.41616 6.55467 -2.88230 -0.2 0.2 0.0
H 0.55307 6.28669 -2.55014 0.1 -0.1 0.0
H 1.48701 7.49179 -2.67031 0.0 0.0 0.0
```
Positions in Å, forces in eV/Å.

The value obtained for the molecular weight is 873.08 g mol⁻¹. Its net charge is 0. For the HOMO energy, the calculation gives -6.2 eV. The value obtained for the maximum force is 3.604 eV Å⁻¹. As for the HOMO-LUMO gap: 5.322 eV. The value obtained for the calculated total energy is -104894.257 eV. For the relative energy (zero: lowest compared OMol25 entry of this formula, charge and spin), the calculation gives 0.499 eV.